--- P ---
{
  "formula": "C15H18N4O4",
  "method": "ωB97M-V/def2-TZVPD",
  "smiles": "O=C(O)CCCCCNC(=O)Cn1nnc2ccccc2c1=O",
  "orbital_gap_ha": 0.33367,
  "elements": ["O", "C", "O", "H", "C", "H", "H", "C", "H", "H", "C", "C", "H", "H", "C", "N", "C", "O", "C", "N", "N", "N", "C", "C", "C", "C", "C", "C", "C", "O", "H", "H", "H", "H", "H", "H", "H", "H", "H", "H", "H"],
  "coordinates": [[0.20, 0.87, -0.50], [0.70, 1.78, 0.11], [1.97, 1.78, 0.50], [2.42, 0.93, 0.28], [-0.04, 3.02, 0.54], [0.62, 3.89, 0.42], [-0.91, 3.14, -0.10], [-0.46, 2.91, 2.01], [-1.17, 3.71, 2.23], [0.42, 3.06, 2.64], [-1.08, 1.56, 2.37], [-2.33, 1.21, 1.55], [-3.13, 1.91, 1.79], [-2.11, 1.28, 0.49], [-2.80, -0.22, 1.85], [-1.90, -1.20, 1.30], [-0.97, -1.82, 2.05], [-0.87, -1.72, 3.25], [-0.04, -2.75, 1.24], [0.63, -2.09, 0.14], [1.75, -1.47, 0.44], [2.44, -0.87, -0.41], [2.07, -0.89, -1.74], [2.89, -0.27, -2.69], [2.53, -0.28, -4.01], [1.34, -0.89, -4.42], [0.52, -1.50, -3.50], [0.88, -1.51, -2.15], [0.03, -2.09, -1.12], [-1.09, -2.55, -1.28], [-0.41, -1.98, -3.78], [1.07, -0.89, -5.46], [3.16, 0.20, -4.75], [3.81, 0.21, -2.35], [0.72, -3.13, 1.93], [-0.63, -3.57, 0.83], [-1.91, -1.35, 0.30], [-3.79, -0.38, 1.43], [-2.84, -0.38, 2.93], [-0.33, 0.78, 2.22], [-1.34, 1.56, 3.43]]
}

---

--- Q ---
{
  "formula": "C15H18N4O4",
  "method": "ωB97M-V/def2-TZVPD",
  "orbital_gap_ha": 0.31058,
  "elements": ["C", "C", "C", "C", "C", "C", "C", "C", "C", "C", "C", "C", "C", "C", "C", "H", "H", "H", "H", "H", "H", "H", "H", "H", "H", "H", "H", "H", "H", "H", "H", "H", "H", "N", "N", "N", "N", "O", "O", "O", "O"],
  "coordinates": [[1.64, -0.14, -0.64], [1.55, 1.33, -0.06], [2.83, -0.74, 0.20], [3.08, -2.16, -0.23], [-0.63, 1.51, -1.11], [-0.57, 2.18, -2.58], [-1.98, 1.86, -0.55], [-2.14, 1.12, 0.86], [-2.38, 1.59, 2.07], [-1.96, -0.32, 1.05], [-1.94, -0.56, 2.44], [-1.83, -1.44, 0.16], [-2.00, -1.97, 2.88], [-1.83, -2.77, 0.68], [-1.93, -3.05, 2.06], [1.57, -1.08, -2.40], [2.78, 0.37, -2.45], [0.66, -0.75, -0.57], [2.55, -0.58, 1.32], [3.66, -0.04, -0.17], [3.28, -4.13, 0.95], [2.92, -2.94, 2.05], [0.61, 3.08, -0.22], [-0.52, 0.39, -1.20], [-2.74, 1.69, -1.36], [-2.05, 2.89, -0.48], [-2.57, 2.58, 2.33], [-2.54, 0.60, 4.00], [-1.91, -1.39, -0.89], [-2.25, -1.97, 3.95], [-1.90, -3.50, -0.06], [-1.90, -4.09, 2.38], [0.69, 0.89, -2.97], [1.83, -0.07, -2.15], [3.53, -3.06, 0.76], [0.58, 2.10, -0.52], [-2.14, 0.58, 3.10], [2.26, 1.86, 0.75], [3.04, -2.52, -1.42], [-1.22, 3.21, -2.73], [0.13, 1.50, -3.60]]
}

---

Q: Which of them is the least stable? A: Q.

---

--- P ---
{
  "formula": "C4H6S2",
  "method": "ωB97M-V/def2-TZVPD",
  "orbital_gap_ha": 0.28791,
  "elements": ["C", "C", "C", "C", "H", "H", "H", "H", "H", "H", "S", "S"],
  "coordinates": [[-0.81, 1.02, 0.58], [-0.19, -0.05, -0.17], [-0.87, -1.02, -0.74], [1.20, 0.19, -0.19], [-0.59, 0.92, 1.80], [0.03, 2.04, 0.31], [-1.97, 1.15, 0.29], [-0.57, -1.77, -1.54], [-2.03, -0.93, -0.61], [1.60, -2.17, 0.58], [2.33, -1.03, 0.13], [1.86, 1.67, -0.44]]
}

---

--- Q ---
{
  "formula": "C4H6S2",
  "method": "ωB97M-V/def2-TZVPD",
  "smiles": "S=CC[C@H]1CS1",
  "orbital_gap_ha": 0.30832,
  "elements": ["C", "C", "C", "C", "H", "H", "H", "H", "H", "H", "S", "S"],
  "coordinates": [[-1.00, -1.01, -0.07], [-0.46, 0.17, 0.67], [0.97, 0.23, 0.27], [1.30, 0.48, -1.14], [-0.50, -1.25, -0.91], [-0.57, 0.10, 1.80], [-1.16, 0.97, 0.35], [1.56, -0.49, 0.80], [2.15, 0.02, -1.61], [0.39, 0.80, -1.74], [-2.33, -1.83, 0.34], [1.92, 1.87, -0.16]]
}

---

Q: Which of them is the least stable? A: P.

---

--- P ---
{
  "formula": "C2H4N",
  "method": "ωB97M-V/def2-TZVPD",
  "charge": 1,
  "orbital_gap_ha": [0.31963, 0.35946],
  "elements": ["C", "C", "N", "H", "H", "H", "H"],
  "coordinates": [[-1.49, 0.04, -0.05], [1.88, 0.00, -0.14], [-0.32, -0.23, -0.08], [-2.07, -0.20, 0.86], [-2.12, 0.46, -0.85], [2.00, 0.97, 0.31], [2.12, -1.04, -0.06]]
}

---

--- Q ---
{
  "formula": "C2H4N",
  "method": "ωB97M-V/def2-TZVPD",
  "smiles": "C#C[NH3+]",
  "charge": 1,
  "orbital_gap_ha": 0.43482,
  "elements": ["C", "C", "N", "H", "H", "H", "H"],
  "coordinates": [[1.69, -0.04, -0.19], [0.53, 0.18, -0.04], [-1.00, 0.01, 0.06], [2.68, -0.09, 0.16], [-1.45, 1.00, 0.11], [-1.12, -0.76, 0.74], [-1.33, -0.30, -0.83]]
}

---

--- R ---
{
  "formula": "C2H4N",
  "method": "ωB97M-V/def2-TZVPD",
  "charge": 1,
  "orbital_gap_ha": [0.28683, 0.26753],
  "elements": ["C", "C", "N", "H", "H", "H", "H"],
  "coordinates": [[1.42, 1.43, -1.35], [0.90, 0.51, -0.82], [-0.68, -0.50, 0.57], [2.15, 2.04, -1.87], [0.19, -1.02, 0.63], [-1.47, -1.08, 0.32], [-0.73, 0.34, 1.01]]
}

---

Q: Which of them is the least stable? A: R.

---

--- P ---
{
  "formula": "C2H8NO",
  "method": "ωB97M-V/def2-TZVPD",
  "charge": 1,
  "orbital_gap_ha": 0.43512,
  "elements": ["C", "C", "N", "H", "H", "H", "H", "H", "H", "H", "H", "O"],
  "coordinates": [[0.02, -1.59, 0.45], [-1.47, 0.13, -0.57], [-0.41, -0.20, 0.06], [1.04, -1.51, 0.80], [-0.72, -1.94, 1.15], [-0.03, -2.17, -0.47], [-2.21, -0.64, -0.73], [-1.49, 1.16, -0.90], [0.33, 0.53, -0.09], [1.57, 2.68, -0.34], [1.84, 1.82, 0.77], [1.52, 1.73, -0.15]]
}

---

--- Q ---
{
  "formula": "C2H8NO",
  "method": "ωB97M-V/def2-TZVPD",
  "charge": 1,
  "orbital_gap_ha": 0.44013,
  "elements": ["O", "H", "H", "H", "C", "C", "N", "H", "H", "H", "H", "H"],
  "coordinates": [[1.30, -0.72, -1.61], [0.29, -0.07, -0.48], [1.99, -0.26, -2.12], [1.65, -1.62, -1.59], [-0.13, 1.32, 1.14], [-1.30, -0.65, 0.42], [-0.29, 0.09, 0.35], [0.39, 2.08, 0.57], [-1.12, 1.76, 1.29], [0.33, 1.06, 2.09], [-1.38, -1.51, -0.22], [-2.09, -0.44, 1.12]]
}

---

--- R ---
{
  "formula": "C2H8NO",
  "method": "ωB97M-V/def2-TZVPD",
  "charge": 1,
  "orbital_gap_ha": 0.40468,
  "elements": ["O", "H", "H", "H", "C", "C", "N", "H", "H", "H", "H", "H"],
  "coordinates": [[-0.02, 1.99, -1.55], [-0.40, 0.40, -0.36], [-0.17, 2.94, -1.70], [0.85, 1.73, -1.87], [1.02, -0.77, 0.66], [-1.42, -0.95, 0.63], [-0.33, -0.41, 0.26], [1.49, -0.09, 1.37], [1.01, -1.70, 1.23], [1.68, -0.82, -0.20], [-2.32, -0.63, 0.12], [-1.38, -1.68, 1.43]]
}

---

Q: Which of them is the least stable? A: P.